Record 1
The following is a quantum chemistry calculation of C66H63BrF3O20PSSi as an isolated structure at a distorted geometry, from the OMol25 dataset.

Results
Frontier orbital gap (eV): 5.949
Maximum force (eV/Å): 2.9

```
! RIJCOSX wB97M-V def2-TZVPD def2/J DEFGRID3
* xyz 0 1
C 1.34 5.19 -1.30
C 2.44 4.97 -2.08
C 2.50 5.00 -3.60
C 1.58 3.99 -4.29
Br 2.28 4.11 -6.21
C 0.05 4.34 -4.49
S -0.01 5.71 -5.71
C -0.86 4.51 -3.28
C -2.34 4.67 -3.71
O -3.22 4.47 -2.62
Si -3.53 2.86 -2.21
C -3.26 1.60 -3.58
C -5.37 2.77 -1.76
C -2.41 2.39 -0.78
O -0.39 3.11 -5.10
C 0.42 2.05 -4.83
O 0.13 1.00 -5.23
C 1.71 2.46 -4.01
C 2.82 1.69 -4.82
O 3.11 0.43 -4.12
C 3.31 -0.59 -4.94
F 3.80 -1.60 -4.22
F 4.18 -0.35 -5.89
F 2.20 -1.04 -5.48
P 1.48 1.81 -2.26
C 0.86 0.06 -2.24
C 0.07 -0.19 -0.91
C 3.05 1.82 -1.27
C 4.34 2.27 -2.00
H 0.83 6.15 -1.21
H 0.91 4.35 -0.74
H 3.39 4.79 -1.56
H 3.52 4.77 -3.91
H 2.31 6.02 -3.95
H -0.03 6.83 -4.95
H -0.70 3.68 -2.60
H -0.60 5.47 -2.83
H -2.58 4.10 -4.61
H -2.45 5.72 -4.00
H -4.19 1.33 -4.09
H -2.51 1.87 -4.33
H -2.92 0.67 -3.11
H -5.97 3.09 -2.62
H -5.62 1.73 -1.55
H -5.62 3.45 -0.94
H -2.09 3.29 -0.25
H -2.91 1.67 -0.13
H -1.51 1.96 -1.21
H 3.76 2.23 -4.84
H 2.49 1.42 -5.81
H 0.25 -0.21 -3.09
H 1.73 -0.61 -2.18
H -0.96 -0.42 -1.18
H 0.04 0.69 -0.27
H 0.47 -1.05 -0.37
H 3.25 0.82 -0.87
H 2.90 2.48 -0.42
H 4.88 1.42 -2.42
H 5.04 2.75 -1.31
H 4.17 2.95 -2.83
C -1.38 5.56 3.72
C -0.80 4.88 2.73
C -0.84 3.39 2.71
O -0.31 2.78 1.81
C -1.53 2.70 3.82
C -2.10 3.38 4.81
C -2.07 4.87 4.84
O -2.59 5.49 5.74
H -1.37 6.64 3.77
H -0.30 5.36 1.91
H -1.54 1.62 3.78
H -2.61 2.90 5.63
C -2.37 -4.05 0.31
C -2.38 -3.05 -0.57
C -3.37 -1.95 -0.45
O -3.38 -1.04 -1.25
C -4.33 -2.00 0.68
C -4.31 -3.01 1.55
C -3.33 -4.11 1.44
O -3.31 -5.02 2.24
H -1.65 -4.87 0.24
H -1.69 -2.99 -1.39
H -5.04 -1.19 0.75
H -5.01 -3.07 2.38
C -2.57 -4.01 8.06
C -3.64 -3.57 7.41
C -3.95 -4.02 6.03
O -4.93 -3.62 5.44
C -3.02 -5.00 5.41
C -1.95 -5.44 6.06
C -1.64 -4.98 7.43
O -0.66 -5.38 8.02
H -2.33 -3.68 9.06
H -4.34 -2.86 7.85
H -3.27 -5.32 4.40
H -1.26 -6.14 5.62
C 4.04 -6.82 4.82
C 2.90 -6.75 4.15
C 1.72 -6.05 4.71
O 0.67 -5.99 4.09
C 1.86 -5.43 6.04
C 3.01 -5.49 6.72
C 4.19 -6.19 6.16
O 5.24 -6.25 6.77
H 4.92 -7.32 4.43
H 2.77 -7.20 3.17
H 0.99 -4.92 6.44
H 3.13 -5.04 7.69
C -0.72 -6.78 -2.38
C 0.07 -7.85 -2.52
C 1.48 -7.71 -2.96
O 2.19 -8.69 -3.09
C 1.98 -6.35 -3.23
C 1.20 -5.28 -3.08
C -0.21 -5.42 -2.65
O -0.92 -4.44 -2.51
H -1.75 -6.86 -2.06
H -0.29 -8.85 -2.33
H 3.01 -6.27 -3.54
H 1.55 -4.27 -3.27
C 3.79 -1.92 6.30
C 3.75 -0.96 5.39
C 2.74 0.13 5.46
O 2.70 1.01 4.63
C 1.78 0.09 6.60
C 1.82 -0.88 7.51
C 2.83 -1.96 7.43
O 2.88 -2.84 8.26
H 4.52 -2.72 6.26
H 4.44 -0.91 4.56
H 1.05 0.89 6.63
H 1.13 -0.92 8.34
C -0.33 9.73 2.26
C 0.61 10.66 2.42
C 2.05 10.31 2.36
O 2.91 11.16 2.51
C 2.41 8.89 2.13
C 1.47 7.96 1.97
C 0.03 8.31 2.02
O -0.83 7.46 1.88
H -1.38 9.96 2.30
H 0.37 11.70 2.59
H 3.47 8.66 2.09
H 1.71 6.92 1.80
C -1.21 -4.61 -6.17
C -2.28 -4.13 -6.80
C -2.60 -4.54 -8.19
O -3.58 -4.10 -8.76
C -1.68 -5.49 -8.85
C -0.61 -5.97 -8.22
C -0.29 -5.56 -6.83
O 0.68 -6.00 -6.26
H -0.97 -4.32 -5.15
H -2.97 -3.43 -6.33
H -1.93 -5.78 -9.86
H 0.07 -6.67 -8.69
*
```

***

Record 2
The following is a quantum chemistry calculation of a 10-piece molecular cluster, C66H64N10O5S2 overall, from the OMol25 dataset.

Results
Frontier orbital gap (eV): 7.420
Maximum force (eV/Å): 0.9
SMILES: O=C1OC(=O)C(COO)=C1CCCSC(=S)N(c1ccccc1)c1ccccc1.c1ccncc1.c1ccncc1.c1ccncc1.c1ccncc1.c1ccncc1.c1ccncc1.c1ccncc1.c1ccncc1.c1ccncc1

```
! RIJCOSX wB97M-V def2-TZVPD def2/J DEFGRID3
* xyz 0 1
O -2.43 -1.10 1.21
C -1.75 -1.60 0.36
O -1.36 -2.93 0.41
C -0.88 -3.25 -0.85
O -0.65 -4.37 -1.17
C -0.74 -2.00 -1.63
C -0.10 -2.01 -2.98
O 1.26 -1.57 -2.92
O 1.88 -2.20 -1.80
C -1.26 -1.00 -0.91
C -1.41 0.45 -1.20
C -2.11 0.73 -2.56
C -3.37 1.61 -2.41
S -4.82 1.04 -3.35
C -5.58 0.00 -2.14
S -4.73 -1.02 -1.21
N -7.00 0.15 -2.04
C -7.75 -0.90 -2.66
C -7.19 -1.99 -3.30
C -8.00 -2.95 -3.90
C -9.38 -2.84 -3.87
C -9.94 -1.73 -3.24
C -9.15 -0.77 -2.66
C -7.34 0.44 -0.66
C -7.98 -0.46 0.18
C -8.22 -0.10 1.50
C -7.83 1.14 1.99
C -7.19 2.04 1.14
C -6.95 1.69 -0.18
H -0.17 -3.00 -3.43
H -0.60 -1.32 -3.65
H 2.04 -1.46 -1.20
H -0.42 0.89 -1.18
H -1.97 0.89 -0.38
H -2.42 -0.22 -2.99
H -1.41 1.24 -3.22
H -3.67 1.68 -1.37
H -3.16 2.62 -2.76
H -6.12 -2.13 -3.34
H -7.52 -3.80 -4.38
H -9.99 -3.60 -4.32
H -11.02 -1.62 -3.21
H -9.57 0.09 -2.16
H -8.27 -1.44 -0.19
H -8.72 -0.81 2.15
H -8.00 1.41 3.02
H -6.86 3.00 1.51
H -6.45 2.38 -0.84
N 1.73 -8.16 -3.08
C 0.91 -7.22 -2.62
C -0.12 -7.47 -1.72
C -0.30 -8.77 -1.27
C 0.55 -9.76 -1.74
C 1.54 -9.41 -2.64
H 1.08 -6.22 -2.99
H -0.75 -6.66 -1.38
H -1.09 -9.00 -0.56
H 0.44 -10.79 -1.41
H 2.23 -10.15 -3.02
N -0.17 -3.27 -5.86
C 1.09 -3.06 -6.23
C 1.68 -3.63 -7.34
C 0.91 -4.48 -8.13
C -0.41 -4.71 -7.76
C -0.90 -4.08 -6.63
H 1.67 -2.39 -5.58
H 2.71 -3.43 -7.59
H 1.33 -4.95 -9.01
H -1.05 -5.36 -8.34
H -1.92 -4.24 -6.31
N 0.32 2.18 0.98
C 0.44 3.51 1.06
C 1.51 4.15 1.66
C 2.52 3.38 2.21
C 2.42 2.00 2.13
C 1.30 1.45 1.51
H -0.37 4.08 0.62
H 1.55 5.23 1.69
H 3.38 3.84 2.68
H 3.18 1.35 2.54
H 1.19 0.38 1.43
N 5.75 5.46 2.80
C 5.34 6.73 2.72
C 5.68 7.57 1.66
C 6.46 7.06 0.64
C 6.89 5.74 0.72
C 6.51 4.99 1.82
H 4.72 7.08 3.53
H 5.32 8.59 1.64
H 6.73 7.68 -0.20
H 7.50 5.30 -0.06
H 6.82 3.96 1.91
N 3.87 -0.97 1.57
C 3.43 -2.19 1.26
C 4.08 -3.36 1.62
C 5.26 -3.26 2.34
C 5.73 -2.00 2.67
C 5.01 -0.90 2.26
H 2.50 -2.22 0.70
H 3.67 -4.32 1.34
H 5.79 -4.15 2.64
H 6.65 -1.88 3.24
H 5.35 0.11 2.50
N 6.81 8.42 8.22
C 7.30 7.19 8.10
C 7.37 6.49 6.90
C 6.90 7.12 5.76
C 6.39 8.40 5.86
C 6.37 9.01 7.11
H 7.64 6.73 9.03
H 7.77 5.49 6.87
H 6.94 6.61 4.80
H 6.02 8.93 4.99
H 5.98 10.01 7.22
N -7.66 -3.93 0.44
C -8.00 -5.21 0.56
C -7.09 -6.25 0.65
C -5.74 -5.94 0.61
C -5.36 -4.61 0.49
C -6.35 -3.65 0.40
H -9.07 -5.41 0.58
H -7.43 -7.27 0.75
H -4.99 -6.72 0.68
H -4.32 -4.33 0.45
H -6.09 -2.60 0.29
N 4.60 5.09 -1.49
C 3.88 4.00 -1.77
C 3.43 3.69 -3.04
C 3.74 4.55 -4.08
C 4.48 5.69 -3.80
C 4.89 5.90 -2.49
H 3.66 3.35 -0.93
H 2.85 2.79 -3.21
H 3.40 4.35 -5.09
H 4.75 6.39 -4.58
H 5.48 6.78 -2.24
N 2.23 1.65 7.53
C 3.45 1.87 7.05
C 3.93 1.27 5.89
C 3.10 0.41 5.20
C 1.83 0.17 5.69
C 1.44 0.82 6.86
H 4.07 2.55 7.62
H 4.94 1.49 5.54
H 3.44 -0.08 4.29
H 1.15 -0.50 5.19
H 0.45 0.66 7.27
*
```